# 1
{
  "formula": "C8H8",
  "method": "ωB97M-V with the def2-TZVPD basis set",
  "lumo_ev": -0.5,
  "gap_ev": 7.001,
  "spin_multiplicity": 1,
  "smiles": "C=c1ccc(=C)cc1",
  "homo_ev": -7.5,
  "de_lowest_ev": 2.776,
  "symbols": ["C", "C", "C", "C", "C", "C", "C", "C", "H", "H", "H", "H", "H", "H", "H", "H"],
  "xyz": [[2.778, -0.027, 0.132], [1.401, 0.146, -0.170], [0.711, 1.327, -0.125], [-0.636, 1.231, -0.146], [-1.381, 0.060, 0.056], [-2.775, 0.007, 0.093], [-0.642, -1.187, 0.003], [0.685, -1.191, -0.209], [3.573, 0.780, 0.178], [3.077, -1.201, 0.315], [1.214, 2.262, 0.337], [-1.231, 2.157, -0.139], [-3.432, -0.939, -0.037], [-3.502, 0.809, -0.062], [-1.170, -2.108, 0.068], [1.332, -2.125, -0.293]]
}

---

# 2
{
  "formula": "C24H69O29P5S3",
  "method": "ωB97M-V with the def2-TZVPD basis set",
  "lumo_ev": 0.1,
  "gap_ev": 10.000,
  "spin_multiplicity": 1,
  "smiles": "CCOS(C)(=O)=O.CCOS(C)(=O)=O.CCOS(C)(=O)=O.COP(=O)(OC)OC.COP(=O)(OC)OC.COP(=O)(OC)OC.COP(=O)(OC)OC.COP(=O)(OC)OC",
  "homo_ev": -9.9,
  "de_lowest_ev": 1.087,
  "symbols": ["C", "C", "O", "S", "C", "O", "O", "H", "H", "H", "H", "H", "H", "H", "H", "C", "C", "O", "S", "C", "O", "O", "H", "H", "H", "H", "H", "H", "H", "H", "C", "C", "O", "S", "C", "O", "O", "H", "H", "H", "H", "H", "H", "H", "H", "C", "O", "P", "O", "O", "C", "O", "C", "H", "H", "H", "H", "H", "H", "H", "H", "H", "C", "O", "P", "O", "O", "C", "O", "C", "H", "H", "H", "H", "H", "H", "H", "H", "H", "C", "O", "P", "O", "O", "C", "O", "C", "H", "H", "H", "H", "H", "H", "H", "H", "H", "C", "O", "P", "O", "O", "C", "O", "C", "H", "H", "H", "H", "H", "H", "H", "H", "H", "C", "O", "P", "O", "O", "C", "O", "C", "H", "H", "H", "H", "H", "H", "H", "H", "H"],
  "xyz": [[3.806, 31.477, -6.628], [4.450, 32.190, -7.797], [4.139, 31.500, -9.038], [3.709, 32.432, -10.274], [4.296, 31.352, -11.608], [2.274, 32.505, -10.229], [4.495, 33.644, -10.322], [4.375, 30.601, -6.316], [2.779, 31.202, -6.873], [3.719, 32.137, -5.763], [3.998, 33.185, -7.837], [5.518, 32.353, -7.673], [5.367, 31.469, -11.730], [3.767, 31.745, -12.475], [4.024, 30.320, -11.411], [-4.110, 30.009, -13.150], [-3.056, 30.434, -12.119], [-1.790, 30.447, -12.792], [-0.527, 30.859, -11.858], [-0.775, 32.663, -11.629], [-0.680, 30.271, -10.530], [0.647, 30.643, -12.672], [-5.009, 29.878, -12.537], [-3.886, 28.998, -13.489], [-4.304, 30.721, -13.943], [-3.395, 31.397, -11.726], [-3.053, 29.719, -11.299], [0.222, 33.093, -11.675], [-1.244, 32.877, -10.673], [-1.408, 32.952, -12.464], [0.418, 34.698, -8.663], [0.655, 33.442, -7.856], [-0.177, 33.547, -6.714], [-0.832, 32.216, -6.046], [-2.015, 31.821, -7.328], [0.155, 31.153, -5.968], [-1.492, 32.648, -4.847], [0.526, 35.590, -8.043], [-0.644, 34.743, -8.921], [0.979, 34.834, -9.584], [0.531, 32.528, -8.442], [1.712, 33.398, -7.572], [-1.510, 31.288, -8.131], [-2.482, 32.754, -7.644], [-2.749, 31.156, -6.872], [0.928, 30.132, -3.292], [0.897, 30.539, -1.934], [1.843, 31.722, -1.425], [3.058, 31.955, -2.233], [0.835, 32.941, -1.284], [-0.439, 32.836, -0.664], [2.083, 31.382, 0.111], [3.050, 30.418, 0.549], [1.425, 29.181, -3.479], [1.365, 30.908, -3.920], [-0.085, 30.069, -3.692], [-0.925, 33.808, -0.720], [-0.388, 32.467, 0.358], [-1.055, 32.197, -1.304], [2.714, 29.878, 1.427], [3.979, 30.959, 0.718], [3.233, 29.717, -0.268], [3.471, 36.563, -10.448], [2.134, 36.925, -10.846], [1.728, 38.464, -10.918], [1.896, 39.211, -9.655], [2.448, 39.053, -12.214], [3.505, 40.003, -12.176], [0.204, 38.349, -11.356], [-0.200, 37.480, -12.391], [3.901, 35.955, -11.243], [3.377, 35.917, -9.578], [4.131, 37.408, -10.262], [4.434, 39.512, -12.477], [3.600, 40.573, -11.258], [3.338, 40.683, -13.016], [0.539, 37.438, -13.200], [-1.141, 37.793, -12.839], [-0.263, 36.438, -12.064], [-4.971, 33.299, -5.147], [-5.554, 34.451, -4.533], [-5.808, 34.341, -2.958], [-6.285, 33.054, -2.461], [-4.367, 34.767, -2.377], [-4.301, 34.769, -0.937], [-6.761, 35.592, -2.646], [-6.631, 36.802, -3.374], [-3.998, 33.549, -5.573], [-5.577, 33.012, -6.010], [-4.868, 32.416, -4.520], [-4.791, 35.671, -0.567], [-3.258, 34.732, -0.648], [-4.834, 33.915, -0.518], [-5.824, 36.835, -4.112], [-6.430, 37.612, -2.674], [-7.514, 36.948, -3.999], [-5.212, 36.941, -6.917], [-4.059, 37.407, -7.635], [-2.944, 36.308, -8.036], [-3.384, 34.906, -7.934], [-2.425, 36.791, -9.438], [-3.129, 36.460, -10.621], [-1.716, 36.646, -7.070], [-1.886, 36.360, -5.698], [-5.512, 35.941, -7.217], [-6.026, 37.604, -7.230], [-5.108, 37.118, -5.848], [-3.309, 37.371, -11.190], [-4.080, 35.960, -10.427], [-2.559, 35.793, -11.272], [-0.971, 35.958, -5.259], [-2.717, 35.686, -5.487], [-2.001, 37.286, -5.118], [1.495, 34.840, -4.228], [2.270, 36.025, -3.989], [2.905, 36.791, -5.230], [3.910, 36.047, -6.002], [3.454, 38.151, -4.562], [2.462, 38.914, -3.867], [1.588, 37.168, -6.065], [1.481, 38.302, -6.907], [1.016, 34.971, -5.198], [0.687, 34.747, -3.505], [2.144, 33.967, -4.193], [2.653, 38.931, -2.792], [1.464, 38.473, -3.907], [2.425, 39.932, -4.247], [2.348, 38.962, -6.856], [0.619, 38.908, -6.606], [1.287, 37.994, -7.934]]
}

---

# 3
{
  "formula": "C5H6N2O4",
  "method": "ωB97M-V with the def2-TZVPD basis set",
  "lumo_ev": -0.8,
  "gap_ev": 8.410,
  "spin_multiplicity": 1,
  "smiles": "CC1=C([N+](=O)[O-])CON1C=O",
  "homo_ev": -9.2,
  "de_lowest_ev": 6.255,
  "symbols": ["C", "C", "C", "N", "O", "O", "C", "O", "N", "C", "O", "H", "H", "H", "H", "H", "H"],
  "xyz": [[1.310, 1.302, -0.672], [0.282, 0.270, -0.195], [0.034, -0.291, 1.012], [0.873, -0.195, 2.177], [1.983, 0.306, 1.975], [0.326, -0.578, 3.195], [-1.186, -1.149, 1.067], [-1.595, -1.037, -0.272], [-0.777, -0.119, -0.997], [-1.053, -0.023, -2.304], [-0.490, 0.606, -3.158], [1.405, 1.668, -1.786], [2.290, 0.947, -0.402], [1.419, 2.257, -0.136], [-0.984, -2.177, 1.300], [-2.027, -0.976, 1.697], [-1.810, -0.810, -2.499]]
}

---

# 4
{
  "formula": "ClH3NO2P",
  "method": "ωB97M-V with the def2-TZVPD basis set",
  "lumo_ev": [-0.2, -0.2],
  "gap_ev": [9.543, 9.543],
  "spin_multiplicity": 1,
  "smiles": "[NH3+][O-].O=PCl",
  "homo_ev": [-9.7, -9.7],
  "de_lowest_ev": 3.601,
  "symbols": ["N", "O", "H", "H", "H", "O", "P", "Cl"],
  "xyz": [[0.886, -0.509, 0.570], [1.046, -0.273, -0.806], [1.294, 0.200, 1.042], [1.320, -1.370, 0.598], [-0.307, -0.438, 0.882], [-1.613, -0.054, 0.208], [-1.426, 0.233, -1.274], [-1.200, 2.209, -1.219]]
}